22
Properties=species:S:1:pos:R:3 method="wB97M-V/def2-TZVPD" energy_ha=-639.430891 spin_multiplicity=3 orbital_gap_ev="5.73 / 6.86" lumo_ev="0.899 / -2.378"
C 0.96356 0.04210 2.79166
C 1.58856 1.05969 1.95661
C 0.03068 -0.79237 2.21125
C 1.18267 1.17294 0.66119
C -0.27192 -0.72999 0.88254
C 0.25858 0.33001 0.11103
C -1.22113 -1.65561 0.12911
C -1.89280 -0.78977 -0.88123
C 0.79270 0.60385 -2.96012
Si -0.54709 0.67971 -1.55183
H 1.13153 0.10476 3.93210
H 2.47039 1.64987 2.44113
H -0.63639 -1.46436 2.83713
H 1.47568 2.03270 -0.03910
H -0.49837 -2.44403 -0.26845
H -1.97646 -2.03226 0.90016
H -2.54392 -1.39727 -1.70480
H -2.57947 -0.03741 -0.30199
H 1.32804 -0.36616 -2.78078
H 0.41053 0.66087 -3.93789
H 1.69794 1.33402 -2.99783
H -1.16331 2.03870 -1.42990

=====

26
Properties=species:S:1:pos:R:3 method="wB97M-V/def2-TZVPD" energy_ha=-1334.602962 spin_multiplicity=2 orbital_gap_ev="6.25 / 7.06" charge=-1 lumo_ev="3.197 / 3.190"
C -1.95550 1.15083 -0.74890
C -1.29368 1.95666 0.23712
C -1.32607 1.24900 1.48512
C -1.95534 -0.02176 1.25767
C -2.30983 -0.10093 -0.13580
Ti -0.06827 0.03343 -0.03347
C 1.24262 1.25383 -1.20628
C 0.74227 0.36931 -2.29031
C 0.70240 0.65063 -3.63171
N 0.15808 -0.83976 -1.74605
H -0.98276 1.64025 2.44130
H -0.87607 2.94877 0.07818
H -2.19024 -0.77379 2.00802
H -2.81795 -0.93234 -0.62185
H -2.19568 1.45116 -1.76829
H 1.03868 2.31915 -1.33643
H -0.10391 -1.56892 -2.40038
H 2.27398 1.04478 -0.87755
H 1.04676 1.63084 -3.95066
H 0.26555 -0.05532 -4.33502
B 1.98464 -2.53073 3.29668
C 1.33820 -1.66392 2.23015
N 0.85239 -0.99517 1.39142
H 2.98794 -1.94533 3.67475
H 2.26463 -3.60193 2.78007
H 1.17716 -2.66875 4.20223